Record 1
The following is a DFT calculation (ωB97M-V/def2-TZVPD) of C23H24FI2IrN5O6 as an isolated structure.

```
62
C23H24FI2IrN5O6 | the Open Molecules 2025 dataset | ωB97M-V/def2-TZVPD
Ir -0.272 -0.113 -0.586
I 6.465 -2.804 -3.646
C 4.688 -1.870 -3.196
C 4.441 -0.581 -3.681
C 3.257 0.032 -3.378
I 2.872 1.934 -4.059
C 2.261 -0.616 -2.546
O 1.201 -0.003 -2.270
C 2.555 -1.952 -2.059
C 1.636 -2.708 -1.132
N 0.214 -2.348 -1.215
C -0.608 -3.295 -0.458
C -1.923 -2.699 -0.034
C -2.984 -3.518 0.318
C -4.135 -2.950 0.840
C -4.193 -1.573 0.990
C -3.110 -0.817 0.590
N -1.997 -1.367 0.084
C 3.738 -2.542 -2.406
H 5.181 -0.077 -4.285
H 1.938 -2.537 -0.094
H 1.767 -3.776 -1.340
H -0.085 -2.342 -2.187
H -0.056 -3.552 0.449
H -0.781 -4.222 -1.015
H -2.897 -4.588 0.193
H -4.969 -3.573 1.130
H -5.056 -1.085 1.415
H -3.103 0.259 0.674
H 3.961 -3.542 -2.058
C -1.215 5.113 -0.957
N -1.091 3.659 -0.977
C -0.194 3.064 -1.958
C -1.697 2.913 -0.055
C -2.612 3.603 0.921
O -1.546 1.676 0.057
H -0.735 5.510 -1.845
H -0.725 5.543 -0.083
H -2.259 5.420 -0.967
H -0.116 3.735 -2.810
H -0.599 2.116 -2.311
H 0.795 2.883 -1.539
H -2.086 4.392 1.456
H -2.972 2.870 1.636
H -3.460 4.059 0.409
F -1.281 2.414 3.943
C -0.731 1.245 3.605
C 0.536 1.169 3.195
N 1.119 -0.020 2.813
C 2.405 0.017 2.141
C 2.323 0.531 0.681
O 3.305 0.445 -0.026
O 1.181 1.069 0.352
C 0.391 -1.183 2.769
O 0.819 -2.228 2.308
N -0.887 -1.084 3.274
C -1.578 0.063 3.669
O -2.740 0.022 3.994
H 1.156 2.051 3.121
H 2.836 -0.981 2.150
H 3.069 0.682 2.696
H -1.414 -1.947 3.302
```

Results
HOMO (spin up / spin down) (eV): -10.5 / -11.3
Molecular weight (Da): 931.497
Net charge: +1
Multiplicity: 5
Expectation value of S²: 6.04
DFT total energy (hartree): -2415.4280
Maximum force (eV Å⁻¹): 0.34
Relative energy (zero: lowest compared OMol25 entry of this formula, charge and spin) (kJ/mol): 0.0

---

Record 2
The following is a DFT calculation (ωB97M-V/def2-TZVPD) of C23H24InN3O3SSi as an isolated structure in a non-equilibrium geometry.

```
56
C23H24InN3O3SSi | the Open Molecules 2025 dataset | ωB97M-V/def2-TZVPD
In -1.195 -0.014 -0.417
C -3.571 -3.972 0.006
O -4.380 -3.306 -0.942
C -4.844 -2.026 -0.638
C -6.202 -1.822 -0.768
C -6.759 -0.593 -0.448
C -6.002 0.477 0.003
C -4.628 0.268 0.102
C -3.767 1.426 0.237
N -2.479 1.511 0.399
N -1.832 2.775 0.320
C -0.861 2.716 -0.600
O -0.765 1.733 -1.397
C 0.215 3.749 -0.617
C -0.014 4.936 0.034
C 1.051 5.788 0.185
C 2.301 5.627 -0.473
C 2.522 4.433 -1.163
C 1.455 3.513 -1.189
C -4.029 -1.017 -0.155
O -2.757 -1.305 -0.108
H -3.741 -5.062 -0.026
H -3.805 -3.530 1.002
H -2.468 -3.870 -0.295
H -6.784 -2.708 -0.965
H -7.779 -0.436 -0.698
H -6.398 1.506 0.055
H -4.369 2.367 0.184
H -1.003 5.158 0.453
H 0.925 6.716 0.716
H 3.050 6.389 -0.337
H 3.484 4.139 -1.592
H 1.536 2.596 -1.753
C 3.758 -3.153 -1.513
Si 3.715 -2.665 0.286
C 2.700 -3.987 1.091
C 5.465 -2.567 1.032
C 2.790 -0.981 0.585
C 3.455 0.147 1.024
C 2.801 1.355 1.202
C 1.417 1.383 1.078
N 0.710 0.335 0.705
C 1.440 -0.746 0.215
S 0.508 -1.808 -0.789
H 3.001 -2.594 -1.967
H 3.553 -4.158 -1.659
H 4.701 -2.812 -1.933
H 3.153 -4.945 1.290
H 1.762 -4.100 0.555
H 2.371 -3.523 2.011
H 6.219 -3.190 0.384
H 5.500 -3.042 1.966
H 6.025 -1.653 1.115
H 4.518 0.078 1.302
H 3.417 2.173 1.470
H 0.913 2.289 1.434
```

Results
HOMO (eV): -8.1
Molecular weight (Da): 565.434
DFT total energy (hartree): -2158.6507
Maximum force (eV Å⁻¹): 3.01
Relative energy (zero: lowest compared OMol25 entry of this formula, charge and spin) (kJ/mol): 43.1

---

Record 3
The following is a DFT calculation (ωB97M-V/def2-TZVPD) of C23H24InN6O2S as an isolated structure.

```
57
C23H24InN6O2S | the Open Molecules 2025 dataset | ωB97M-V/def2-TZVPD
In -0.482 0.034 0.020
O 3.563 -6.355 1.009
C 2.681 -6.363 0.000
O 2.594 -7.271 -0.766
C 1.730 -5.189 -0.106
C 0.444 -5.460 -0.571
C -0.459 -4.437 -0.781
C -0.055 -3.118 -0.561
C 1.228 -2.842 -0.102
C 2.120 -3.879 0.135
N -0.910 -1.996 -0.801
C -2.048 -2.083 -1.374
C -2.856 -0.875 -1.593
C -4.051 -0.942 -2.283
C -4.767 0.232 -2.507
C -4.257 1.425 -2.029
C -3.055 1.413 -1.338
N -2.362 0.294 -1.120
H 3.359 -5.681 1.670
H 0.170 -6.486 -0.777
H -1.455 -4.690 -1.113
H 1.572 -1.822 0.049
H 3.125 -3.653 0.467
H -2.442 -3.027 -1.736
H -4.412 -1.895 -2.647
H -5.703 0.208 -3.049
H -4.775 2.361 -2.184
H -2.638 2.329 -0.941
C 1.165 -0.192 -3.208
C 1.739 0.645 -2.125
N 1.232 0.859 -0.905
C 2.114 1.706 -0.231
C 3.141 1.998 -1.056
N 2.881 1.325 -2.230
H 0.223 -0.646 -2.902
H 1.854 -0.995 -3.473
H 0.981 0.411 -4.098
H 1.943 2.017 0.786
H 4.022 2.601 -0.919
H 3.466 1.337 -3.055
C -1.847 3.294 5.473
C -1.569 2.886 4.075
C -1.390 3.742 3.014
C -1.046 3.225 1.763
N -0.930 1.898 1.568
C -1.124 1.065 2.602
S -0.934 -0.618 2.336
N -1.430 1.554 3.818
C -0.772 4.132 0.617
H -2.278 4.291 5.503
H -0.903 3.309 6.025
H -2.522 2.595 5.967
H -1.495 4.807 3.156
H -1.552 0.897 4.584
H -1.610 4.814 0.464
H -0.566 3.584 -0.301
H 0.095 4.755 0.849
```

Results
HOMO (eV): -16.5
Molecular weight (Da): 563.370
Net charge: +3
DFT total energy (hartree): -1957.3855
Maximum force (eV Å⁻¹): 0.55
Relative energy (zero: lowest compared OMol25 entry of this formula, charge and spin) (kJ/mol): 0.0

---

Record 4
The following is a DFT calculation (ωB97M-V/def2-TZVPD) of one molecule with the formula C23H24N2O5S.

```
55
C23H24N2O5S | the Open Molecules 2025 dataset | ωB97M-V/def2-TZVPD
C 1.974 -3.515 0.169
C 3.053 -2.491 -0.016
C 3.435 -2.109 -1.300
C 4.395 -1.133 -1.488
C 4.978 -0.540 -0.386
C 4.635 -0.918 0.896
C 3.673 -1.898 1.077
H 3.396 -2.196 2.078
H 5.124 -0.442 1.731
S 6.094 0.837 -0.626
O 6.831 0.657 -1.839
O 6.801 1.078 0.597
N 5.093 2.163 -0.870
H 4.597 2.082 -1.747
C 4.218 2.454 0.237
C 2.982 1.567 0.222
O 2.526 1.087 -0.785
O 2.505 1.351 1.443
C 1.294 0.614 1.497
H 1.407 -0.323 0.942
H 1.105 0.415 2.552
C 0.142 1.434 0.893
O 0.319 2.591 0.577
C -1.097 0.710 0.750
C -2.256 1.209 0.162
N -3.189 0.224 0.179
C -2.665 -0.906 0.774
C -1.382 -0.633 1.138
H -0.717 -1.309 1.636
C -3.471 -2.141 0.972
H -4.490 -1.895 1.265
H -3.517 -2.737 0.060
H -3.016 -2.749 1.749
C -4.506 0.338 -0.318
C -4.933 -0.479 -1.357
C -6.226 -0.365 -1.835
C -7.094 0.562 -1.283
C -6.666 1.380 -0.250
C -5.376 1.270 0.235
H -5.038 1.897 1.047
H -7.340 2.105 0.181
H -8.101 0.650 -1.660
H -6.555 -1.000 -2.644
H -4.247 -1.189 -1.794
C -2.493 2.541 -0.441
H -3.240 2.486 -1.231
H -2.836 3.251 0.312
H -1.555 2.922 -0.839
H 3.892 3.499 0.186
H 4.787 2.306 1.156
H 4.700 -0.819 -2.474
H 2.962 -2.571 -2.154
H 1.026 -3.132 -0.210
H 2.210 -4.421 -0.385
H 1.851 -3.770 1.219
```

Results
HOMO (eV): -8.4
Molecular weight (Da): 440.521
SMILES: Cc1ccc(S(=O)(=O)NCC(=O)OCC(=O)c2cc(C)n(-c3ccccc3)c2C)cc1
DFT total energy (hartree): -1774.7686
Maximum force (eV Å⁻¹): 0.90
Relative energy (zero: lowest compared OMol25 entry of this formula, charge and spin) (kJ/mol): 95.4